1.
Formula: C5H10O2
Source: the OMol25 dataset
Level of theory: ωB97M-V with the def2-TZVPD basis set

Structure (XYZ):
```
17
Properties=species:S:1:pos:R:3:mulliken_charge:R:1
O 2.84507 -0.15153 -0.33641 -0.5277
C 1.70532 -0.82384 0.13986 -0.7454
C 0.44057 -0.33559 -0.54398 0.3452
C -0.86118 -0.90297 0.06353 -0.6832
C -1.57506 0.33816 0.62239 -0.4874
C -0.96592 1.45200 -0.22333 -0.5269
O 0.39364 1.08141 -0.36155 -0.4544
H 2.63149 0.79128 -0.28694 0.3523
H 1.58310 -0.69696 1.22953 0.3209
H 1.85029 -1.89044 -0.06221 0.3281
H 0.50614 -0.54620 -1.62146 0.2632
H -0.65306 -1.64467 0.84260 0.3078
H -1.46512 -1.39428 -0.70528 0.3403
H -1.31396 0.49480 1.67412 0.2493
H -2.66458 0.28072 0.54275 0.3333
H -1.00480 2.44241 0.23783 0.3116
H -1.45194 1.50569 -1.21143 0.2729
```

energy above the lowest of the compared OMol25 structures with the same formula, charge and spin: 127.37 kJ/mol
HOMO-LUMO gap: 10.833 eV
SMILES string: OC[C@H]1CCCO1
HOMO level: -9.8 eV
calculated total energy: -9441.72293 eV

2.
Formula: C4H7N3
Source: the OMol25 dataset
Level of theory: ωB97M-V with the def2-TZVPD basis set

Structure (XYZ):
```
14
Properties=species:S:1:pos:R:3:mulliken_charge:R:1
C 1.77302 -1.02066 0.09157 0.3919
C -1.74493 -0.55164 -0.17291 0.1465
C -0.60770 -0.30246 -0.95107 -0.8263
C 0.97650 0.10020 0.50453 -0.2701
N 2.50683 -1.78824 -0.39466 -0.4641
N -2.25239 0.33178 0.58930 -0.5942
N 1.39313 1.37370 0.26896 -0.4374
H -2.13218 -1.58872 -0.22974 0.3476
H -0.36827 -1.10371 -1.69102 0.2989
H -0.24632 0.65749 -1.25860 0.3309
H 0.42057 -0.02166 1.37487 0.3896
H -3.16546 0.30779 1.00295 0.2158
H 2.23859 1.63683 -0.22544 0.2371
H 1.20862 1.96932 1.09128 0.2338
```

energy above the lowest of the compared OMol25 structures with the same formula, charge and spin: 323.12 kJ/mol
HOMO-LUMO gap (spin up / spin down): 7.957 / 7.955 eV
HOMO level (spin up / spin down): -8.1 / -8.1 eV
calculated total energy: -8728.33040 eV

3.
Formula: C2H6InO2
Source: the OMol25 dataset
Level of theory: ωB97M-V with the def2-TZVPD basis set

Structure (XYZ):
```
11
Properties=species:S:1:pos:R:3:mulliken_charge:R:1
In 7.96408 1.54048 -17.11838 1.1131
C 9.15235 5.29266 -21.15920 -0.1474
C 10.54402 4.81310 -20.84940 -0.2231
O 10.71631 3.48774 -21.02711 -0.1442
O 8.10836 4.40173 -20.72782 -0.1854
H 9.06275 5.59987 -22.20116 0.4334
H 9.11056 6.26048 -20.65950 0.4256
H 10.91472 5.00236 -19.84200 0.4067
H 11.27271 5.14821 -21.58752 0.4518
H 11.61769 3.36512 -21.33382 0.4405
H 7.26235 4.78760 -20.96649 0.4290
```

energy above the lowest of the compared OMol25 structures with the same formula, charge and spin: 84.79 kJ/mol
HOMO-LUMO gap: 2.839 eV
HOMO level: -23.3 eV
calculated total energy: -11398.26954 eV
net charge: +3

4.
Formula: C32H52BiClN2O4SSi
Source: the OMol25 dataset
Level of theory: ωB97M-V with the def2-TZVPD basis set

Structure (XYZ):
```
94
Properties=species:S:1:pos:R:3:mulliken_charge:R:1
Bi -0.18488 1.45264 -0.38141 2.2884
C 0.42602 4.32138 1.55061 -0.9510
C -1.00328 3.80794 1.86987 -0.4574
N -1.46912 2.96584 0.77315 -0.3588
C -3.15771 4.35656 -2.39084 -0.2191
C -1.70677 4.46971 -2.24737 -0.9986
S 1.23805 2.87460 -2.07468 -0.6179
C 2.26834 3.95144 -1.03437 -0.6116
C 2.44871 3.40735 0.38140 -0.8465
N 1.15205 3.20083 0.99977 0.1105
H 0.86855 4.70609 2.48634 0.3323
H 0.45831 5.12924 0.81362 0.4750
H -1.64065 4.68173 2.05979 0.2162
H -0.90305 3.29870 2.86853 -0.0240
H -2.48593 2.94406 0.74440 0.0702
H -3.70412 5.00944 -1.71161 0.2381
H -3.50606 4.49886 -3.41071 0.3369
H -1.24709 4.42244 -1.26657 0.4684
H -1.07739 4.58059 -3.11489 0.3020
H 1.81995 4.94933 -0.98022 0.2683
H 3.25409 4.07113 -1.49282 0.4884
H 3.08613 4.08879 0.97399 0.4317
H 2.93290 2.43106 0.33360 0.2181
H 1.23589 2.46262 1.68869 -0.1461
O 1.01904 -0.24192 -2.75567 -0.3025
C 0.25354 -1.04751 -3.63401 2.2184
C -1.28681 -0.68855 -3.50081 -0.1001
O -2.06448 -1.30162 -4.26510 -0.8112
O -1.55549 0.14637 -2.62482 -0.5495
C 0.49885 -2.49444 -3.19437 -0.5642
C -0.25090 -3.53913 -3.73196 -0.2376
C 0.01767 -4.85251 -3.37775 -0.7906
C 1.04120 -5.14662 -2.48431 -0.5299
C 1.78069 -4.10851 -1.93901 -0.5069
C 1.51044 -2.79047 -2.28623 -0.1588
C 0.81084 -0.92332 -5.06582 -0.2519
C 2.17927 -0.68589 -5.20585 -0.1785
C 2.76908 -0.59042 -6.45739 -0.9312
C 2.00135 -0.73563 -7.60417 -0.3161
C 0.64145 -0.97770 -7.47578 -0.7691
C 0.04858 -1.07482 -6.22298 -0.3783
H 1.07086 0.66860 -3.07462 -0.1606
H -1.05745 -3.29596 -4.41139 0.4330
H -0.58236 -5.65248 -3.79713 0.3709
H 1.24881 -6.17367 -2.20585 0.3591
H 2.56442 -4.31799 -1.21964 0.3872
H 2.05397 -1.97828 -1.82485 0.2696
H 2.78322 -0.57439 -4.31465 0.4932
H 3.83352 -0.39957 -6.53379 0.3587
H 2.45722 -0.65785 -8.58486 0.3648
H 0.02658 -1.08963 -8.36219 0.3666
H -1.01117 -1.25564 -6.11100 0.4867
C -1.02647 -3.26801 2.57344 -1.9925
C -1.14228 -1.98559 1.74015 3.8237
C -2.63332 -1.75938 1.43060 -2.3589
C -0.48319 -2.25104 0.37713 -1.9921
Si -0.37293 -0.39230 2.57780 -1.3723
C 1.33228 -0.84888 3.39898 2.7486
C 1.21182 -1.60701 4.73136 -1.8650
C 2.20378 -1.72270 2.47758 -2.2573
C 2.13305 0.43914 3.63315 -1.7997
C -1.57007 0.20135 4.00430 3.1081
C -0.87112 1.21575 4.91418 -2.1511
C -2.15473 -0.89787 4.90238 -1.8921
C -2.73668 0.96769 3.35375 -1.6513
H -1.53321 -4.07765 2.03090 0.5740
H -1.49504 -3.18546 3.55713 0.2901
H 0.00781 -3.57756 2.71803 0.3094
H -2.99777 -2.58874 0.81216 0.5686
H -2.79507 -0.83915 0.86415 0.3070
H -3.25305 -1.72486 2.32694 0.4770
H -0.93733 -3.14031 -0.07881 0.7484
H 0.58951 -2.40849 0.45968 -0.0109
H -0.62480 -1.42952 -0.32450 -0.2852
H 0.66284 -2.54549 4.62350 0.2513
H 0.73551 -1.02794 5.52765 0.2883
H 2.22310 -1.85975 5.07845 0.5522
H 1.79001 -2.72214 2.33439 0.2571
H 3.18885 -1.84801 2.94977 0.6793
H 2.32804 -1.24653 1.50573 0.2230
H 1.61802 1.14309 4.29117 0.3127
H 2.33499 0.91547 2.67459 0.0983
H 3.09954 0.19361 4.09627 0.5462
H -0.14981 0.75748 5.59463 0.3303
H -1.62387 1.71834 5.53467 0.5743
H -0.34497 1.98495 4.33582 0.1527
H -1.38361 -1.48663 5.40772 0.2492
H -2.79898 -1.58659 4.35673 0.2799
H -2.77496 -0.42093 5.67543 0.5469
H -2.37440 1.75274 2.68718 0.0456
H -3.35443 1.43565 4.13378 0.5312
H -3.38544 0.32069 2.76595 0.3660
Cl -3.67857 2.68072 -1.92091 -0.1645
O 1.13211 0.41905 0.69471 -1.0313
```

energy above the lowest of the compared OMol25 structures with the same formula, charge and spin: 415.86 kJ/mol
HOMO-LUMO gap (spin up / spin down): 6.161 / 4.780 eV
HOMO level (spin up / spin down): -1.6 / -0.3 eV
calculated total energy: -82271.50230 eV
net charge: -2

5.
Formula: C7H10
Source: the OMol25 dataset
Level of theory: ωB97M-V with the def2-TZVPD basis set

Structure (XYZ):
```
17
Properties=species:S:1:pos:R:3:mulliken_charge:R:1
C -2.54110 -1.27065 -0.32061 0.3229
C -1.53933 -0.69366 -0.66545 -0.7177
C -0.39207 0.02546 -1.17401 -0.4607
C 1.01643 -0.17671 -0.64347 0.1331
C 1.35518 -1.17101 0.44173 -1.4178
C 0.29457 1.10800 -0.35888 0.1283
C -0.17074 1.46949 1.03182 -1.4280
H -3.43914 -1.77588 -0.03750 0.4347
H -0.45802 0.21734 -2.24306 0.3014
H 1.77433 -0.11622 -1.42212 0.3628
H 1.50088 -2.17320 0.02441 0.3642
H 2.28472 -0.87051 0.94024 0.3357
H 0.57136 -1.24244 1.20012 0.2873
H 0.61070 1.96433 -0.95146 0.3612
H 0.65392 1.91871 1.59731 0.3385
H -0.99492 2.18996 0.99489 0.3638
H -0.52677 0.59700 1.58604 0.2904
```

energy above the lowest of the compared OMol25 structures with the same formula, charge and spin: 228.46 kJ/mol
HOMO-LUMO gap: 10.315 eV
SMILES string: C#C[C@@H]1[C@H](C)[C@@H]1C
HOMO level: -9.2 eV
calculated total energy: -7418.66698 eV

6.
Formula: C3H2Br3O2
Source: the OMol25 dataset
Level of theory: ωB97M-V with the def2-TZVPD basis set

Structure (XYZ):
```
10
Properties=species:S:1:pos:R:3:mulliken_charge:R:1
C 2.21211 -0.75479 0.75451 0.5788
C 1.20427 -0.43657 -0.23410 0.1044
C -2.05426 1.19570 -0.32975 -0.2807
O 2.61926 0.12071 -0.18381 -0.3830
O 2.68580 -1.50702 1.58808 -0.5518
Br -3.64233 2.22946 0.04783 -0.2404
Br -2.36361 -0.05724 -1.88795 -0.2536
Br -2.00069 -0.08250 1.24357 -0.2595
H 0.41404 0.20942 0.18406 0.0440
H 0.92542 -0.91718 -1.18245 0.2418
```

energy above the lowest of the compared OMol25 structures with the same formula, charge and spin: 313.13 kJ/mol
HOMO-LUMO gap: 7.061 eV
HOMO level: -3.8 eV
calculated total energy: -217364.55384 eV
net charge: -1

7.
Formula: C7H12NO
Source: the OMol25 dataset
Level of theory: ωB97M-V with the def2-TZVPD basis set

Structure (XYZ):
```
21
Properties=species:S:1:pos:R:3:mulliken_charge:R:1
C -1.06119 -1.27057 -0.37255 0.1635
C 0.09300 -2.04279 -0.48460 -0.9409
C -1.19690 -0.10611 0.32626 -0.3811
C 1.28832 -1.77855 0.33290 -0.3027
C -2.09130 0.87578 0.43174 -0.2660
C 1.64120 -0.39108 0.54652 -0.1622
C 2.07865 1.63558 -0.39020 -0.6454
N -3.12555 1.17292 -0.34305 -0.3878
O 1.57530 0.36408 -0.49015 -0.0897
H -1.94072 -1.56881 -0.90219 0.3554
H 0.04924 -2.88476 -1.07747 0.5350
H -0.41300 0.30168 0.93964 0.2717
H 1.09078 -2.20654 1.44082 0.2683
H -2.06943 1.48264 1.28174 0.4041
H 1.84985 0.09147 1.44936 0.4775
H 3.14702 1.74810 -0.90035 0.2897
H 2.26518 2.03729 0.67290 0.3446
H 1.37369 2.29513 -0.92858 0.2673
H 2.22710 -2.34008 -0.00839 0.3576
H -3.34094 2.12910 -0.49350 0.2307
H -3.44028 0.45553 -1.03086 0.2104
```

energy above the lowest of the compared OMol25 structures with the same formula, charge and spin: 377.74 kJ/mol
HOMO-LUMO gap (spin up / spin down): 5.978 / 5.979 eV
HOMO level (spin up / spin down): -11.3 / -11.3 eV
calculated total energy: -10980.50993 eV
net charge: +1

8.
Formula: C18H42F6N6O7PV
Source: the OMol25 dataset
Level of theory: ωB97M-V with the def2-TZVPD basis set

Structure (XYZ):
```
81
Properties=species:S:1:pos:R:3:lowdin_spin:R:1
O -0.32312 -0.82044 1.78934 -0.2881
V 0.07160 0.19457 0.64253 1.2267
P 0.70459 -4.87108 2.79821 0.0000
F -0.59200 -4.65704 1.81100 0.0000
F -0.25956 -4.78447 4.10740 0.0000
F 0.49751 -6.46983 2.75417 0.0000
F 1.99345 -5.06634 3.74423 0.0000
F 1.62403 -4.90076 1.46472 0.0000
F 0.86825 -3.24412 2.88354 -0.0008
C 1.75360 2.18960 2.99623 0.0013
O 0.93941 1.65523 2.26003 0.0075
N 1.50168 3.24638 3.76919 0.0002
C 0.18100 3.89160 3.77423 0.0001
C 2.51776 3.75731 4.69503 0.0000
H 2.76819 1.78744 3.10195 0.0000
H -0.27803 3.54514 2.85010 0.0000
H 0.37257 4.96091 3.74520 0.0000
H -0.40502 3.58966 4.63941 0.0000
H 3.52900 3.51338 4.38625 0.0000
H 2.36729 4.83201 4.77468 0.0000
H 2.30221 3.31772 5.67148 0.0000
C 3.20385 1.21458 -0.35874 0.0019
O 2.09218 0.80024 -0.08569 0.0122
N 3.79630 1.16268 -1.56944 0.0010
C 5.19040 1.53473 -1.69977 0.0002
C 3.19693 0.42410 -2.65057 0.0000
H 3.85150 1.80717 0.31066 0.0000
H 5.27233 2.53265 -2.14859 0.0000
H 5.75357 0.87427 -2.35561 0.0001
H 5.72298 1.65303 -0.75759 0.0000
H 2.18079 0.12931 -2.39724 0.0000
H 3.15966 0.96308 -3.60128 0.0000
H 3.77998 -0.47373 -2.87992 0.0000
C -2.49253 1.90494 2.00696 0.0017
O -1.50474 1.50533 1.41169 0.0074
N -3.55510 1.12090 2.22335 0.0022
C -4.64854 1.58686 3.08996 0.0002
C -3.57471 -0.28894 1.87219 -0.0004
H -2.64439 2.93099 2.34625 0.0004
H -5.58746 1.35724 2.58723 0.0000
H -4.57028 2.66724 3.17803 0.0000
H -4.57256 1.04997 4.03318 0.0001
H -2.88114 -0.57684 1.09241 -0.0002
H -3.61302 -0.94495 2.73926 0.0001
H -4.54956 -0.41793 1.37797 0.0000
C -2.06003 -0.90558 -1.69346 0.0015
O -1.49613 -0.63823 -0.63038 0.0041
N -2.58400 -2.10478 -1.90748 0.0032
C -3.07326 -2.46007 -3.22702 0.0002
C -2.23517 -3.23386 -1.02504 0.0002
H -2.28166 -0.12718 -2.43414 0.0001
H -2.24563 -2.72834 -3.89380 0.0001
H -3.66101 -1.68101 -3.71137 0.0000
H -3.69640 -3.35108 -3.21246 0.0000
H -2.48166 -3.02746 0.01306 0.0000
H -2.89960 -4.03606 -1.33703 0.0000
H -1.20214 -3.54889 -1.15459 0.0001
C -0.19000 2.57628 -1.78385 0.0008
O -0.15919 1.88551 -0.78547 0.0034
N -1.28039 3.05988 -2.37637 0.0003
C -1.32684 3.95720 -3.51313 0.0000
C -2.57679 2.74331 -1.75752 0.0001
H 0.71836 2.94749 -2.28213 0.0001
H -1.64750 4.96969 -3.27735 0.0000
H -2.02092 3.54570 -4.24734 0.0000
H -0.33593 3.91385 -3.96930 0.0000
H -2.52015 1.80139 -1.22600 0.0000
H -2.99022 3.59871 -1.22263 0.0000
H -3.29771 2.61617 -2.57331 0.0000
C 1.60008 -2.69010 -0.58358 0.0016
O 0.89385 -1.70356 -0.36113 0.0098
N 1.82696 -3.19396 -1.78447 0.0000
C 2.67751 -4.37816 -1.86439 0.0000
C 1.28512 -2.70993 -3.05248 0.0000
H 2.11947 -3.22208 0.21691 0.0002
H 2.21855 -5.12637 -2.51429 0.0000
H 2.86886 -4.92815 -0.94334 0.0000
H 3.66765 -4.13949 -2.25851 0.0000
H 0.48299 -3.42982 -3.24329 0.0000
H 0.77826 -1.75563 -2.92617 0.0000
H 1.98384 -2.67917 -3.88078 0.0000
```

<S²>: 0.802
energy above the lowest of the compared OMol25 structures with the same formula, charge and spin: 0.00 kJ/mol
HOMO-LUMO gap (spin up / spin down): 9.334 / 9.761 eV
HOMO level (spin up / spin down): -12.1 / -12.1 eV
spin multiplicity: 2
calculated total energy: -93903.40679 eV
net charge: +1

- Which formula does entry 5 have?
  C7H10

- Look up the energy above the lowest of the compared OMol25 structures with the same formula, charge and spin of the third one.
  84.79 kJ/mol